# 1
Molecular formula: C18H19ClHfN3O2
Method: DFT, ωB97M-V/def2-TZVPD

Element x y z (Å)
Hf: 6.16760 4.36645 1.46177
C: -5.75542 -0.73753 -3.01967
N: -4.30360 -0.82363 -2.72455
C: -3.90031 -1.60597 -1.71464
C: -2.57599 -1.63323 -1.33813
C: -1.64238 -0.81114 -1.95180
C: -2.10861 0.05143 -2.94818
C: -3.43365 -0.00054 -3.32125
C: -0.19060 -0.82127 -1.62276
C: 0.47440 -2.02869 -1.44857
C: 1.84781 -2.07481 -1.34202
N: 2.55149 -0.92944 -1.37657
C: 1.94428 0.27977 -1.43060
C: 0.57760 0.35822 -1.55399
C: 4.04970 -0.98379 -1.34969
H: -5.91861 0.04547 -3.75962
H: -6.31738 -0.47503 -2.12996
H: -6.07278 -1.65103 -3.52033
H: -4.64379 -2.17849 -1.17594
H: -2.29338 -2.28635 -0.52192
H: -1.44915 0.71894 -3.48692
H: -3.86808 0.61985 -4.09473
H: -0.03778 -2.98257 -1.51644
H: 2.41466 -2.99661 -1.32965
H: 2.66787 1.09003 -1.40557
H: 0.06411 1.31084 -1.60210
H: 4.42904 -0.21381 -2.01238
H: 4.34755 -1.98250 -1.65237
H: 4.40684 -0.83570 -0.33089
Cl: 4.55629 2.58002 0.41974
C: 1.03432 -0.30627 2.72328
C: 1.75344 0.83740 2.31681
C: 1.83115 1.87828 3.18428
C: 0.97017 1.85787 4.37841
C: 0.19027 0.75109 4.76132
C: 0.30850 -0.37766 4.00112
N: 0.91595 3.05237 5.18012
O: 0.56896 2.98787 6.31444
O: 1.17336 4.07396 4.56171
H: 1.05652 -1.17413 2.06860
H: 2.36647 0.84616 1.41096
H: 2.51218 2.67834 2.94568
H: -0.43997 0.79713 5.64612
H: -0.22907 -1.27127 4.30689

Atoms 1-6, force components in eV/Å:
-1.7 -2.1 -1.6
-0.2 0.2 -1.2
-0.2 0.3 0.8
0.2 -0.1 0.1
0.3 -0.4 0.4
-0.2 0.6 -0.4

Values from the calculation:
HOMO-LUMO gap, eV: 2.036
LUMO, Eh: -0.76524
Highest occupied orbital energy, eV: -22.859
Total charge: +5

# 2
Molecular formula: C18H19ClN2O3S
Method: DFT, ωB97M-V/def2-TZVPD

Element x y z (Å)
N: -1.91649 -3.44248 0.76757
C: -2.19024 -2.26514 0.84850
C: -2.36195 -0.96682 0.91874
C: -1.33062 0.00321 0.31574
N: -0.20468 -0.20094 -0.49946
C: 0.79393 0.59433 -0.87254
O: 0.66469 1.79067 -0.63259
C: 1.88475 0.04589 -1.76178
C: 2.08110 -1.48347 -1.87278
C: 3.38992 -1.74914 -2.36315
C: 4.45937 -1.17820 -2.46922
C: 4.41438 0.32920 -2.03342
H: 5.28510 0.81915 -1.39321
H: 4.34021 1.03776 -2.68039
C: 3.13624 0.67221 -1.08321
C: 3.13982 2.11165 -0.60910
O: 3.10307 2.75169 0.49335
O: 2.93946 2.86396 -1.74136
H: 2.52961 3.68253 -1.57801
H: 3.42024 0.05691 0.06637
H: 5.36609 -1.25809 -3.00257
Cl: 3.68397 -3.55098 -2.96229
H: 1.30327 -2.01869 -2.34812
H: 2.17778 -2.03802 -0.66723
H: 1.70981 0.36552 -2.86952
H: -0.06941 -1.40512 -0.48967
S: -1.64482 1.78708 0.60077
C: -3.19131 0.98456 1.43475
C: -3.12303 -0.21834 1.58913
C: -4.35181 -0.88647 2.33071
H: -4.28828 -2.08928 2.10139
C: -4.45281 -0.50162 3.61418
C: -5.03143 0.79989 4.03957
C: -4.08796 2.13299 3.55729
H: -3.08302 1.95473 3.99846
H: -4.62010 2.73012 4.00951
C: -4.11288 2.19035 1.92341
H: -3.47448 3.07345 2.04085
H: -4.98690 2.03456 1.60908
H: -5.06387 0.76551 5.09259
H: -5.94846 0.97461 3.70151
H: -3.19888 -0.74970 4.28067
H: -4.93805 -1.26395 4.22309
H: -5.23536 -0.52973 1.79164

Atoms 1-6, force components in eV/Å:
-1.3 5.3 0.2
2.3 -10.2 -0.7
10.0 2.8 -6.3
0.1 1.6 -0.4
-1.9 -8.7 1.8
-1.6 1.7 -0.9

Values from the calculation:
HOMO-LUMO gap, eV: 7.597
Relative energy (zero: lowest compared OMol25 entry of this formula, charge and spin), kcal/mol: 329.13
LUMO, Eh: -0.01826
Highest occupied orbital energy, eV: -8.093

# 3
Molecular formula: C18H19ClO5
Method: DFT, ωB97M-V/def2-TZVPD

Element x y z (Å)
C: -0.09967 1.10822 2.62994
H: 0.38258 1.91596 3.17913
O: 0.91353 0.16628 2.37516
C: 0.61284 -0.90842 1.59064
C: -0.66987 -1.20128 1.16132
C: -0.95383 -2.35526 0.42841
C: 0.07620 -3.23339 0.10754
C: 1.36186 -2.93646 0.50192
C: 1.65961 -1.78645 1.23063
O: 2.96901 -1.66385 1.59262
C: 3.58556 -0.39412 1.62989
C: 3.62939 0.26208 0.24820
O: 2.37847 0.85535 0.00226
C: 2.24589 1.42519 -1.27425
C: 0.83027 1.98236 -1.37470
O: -0.02620 0.91970 -1.71965
C: -1.36867 1.07262 -1.57761
C: -2.00924 2.20330 -1.08447
C: -3.39014 2.23187 -0.96568
C: -4.15439 1.14695 -1.34782
C: -3.53590 0.01890 -1.86189
C: -2.16122 -0.01239 -1.97322
Cl: -1.37675 -1.40996 -2.60661
H: -4.11381 -0.83710 -2.16860
H: -5.22770 1.17144 -1.25000
H: -3.86395 3.11834 -0.57158
H: -1.43906 3.07169 -0.79358
H: 0.57037 2.40076 -0.39553
H: 0.77900 2.77217 -2.13652
H: 2.39872 0.67001 -2.05801
H: 2.98072 2.23420 -1.41082
H: 3.85335 -0.49778 -0.51592
H: 4.42308 1.02578 0.22442
H: 4.60224 -0.59778 1.97398
H: 3.08050 0.27922 2.32635
H: 2.18343 -3.59196 0.25727
H: -0.12993 -4.12865 -0.45922
C: -2.33042 -2.62601 0.02255
O: -3.28619 -1.92895 0.27126
H: -2.44945 -3.56814 -0.54842
H: -1.50333 -0.55711 1.39493
H: -0.90003 0.68177 3.24325
H: -0.52689 1.50092 1.70242

Atoms 1-6, force components in eV/Å:
-0.1 0.1 0.1
-0.1 0.0 0.0
0.2 -0.4 -0.1
0.0 -0.1 0.1
0.0 -0.1 0.0
0.7 0.2 0.4

Values from the calculation:
HOMO-LUMO gap, eV: 8.776
Relative energy (zero: lowest compared OMol25 entry of this formula, charge and spin), kcal/mol: 0.00
LUMO, Eh: 0.02199
Highest occupied orbital energy, eV: -8.178

# 4
Molecular formula: C18H19F3N6O8PtS2
Method: DFT, ωB97M-V/def2-TZVPD

Element x y z (Å)
Pt: 0.37798 0.50667 -0.10392
O: 2.12498 -1.41938 -3.74001
C: 2.14255 -0.62222 -2.77932
O: 2.03651 -0.88236 -1.55689
C: 2.42149 0.85091 -3.14813
C: 3.45280 1.03414 -4.06891
C: 3.87687 2.28609 -4.48600
C: 3.25686 3.41075 -3.96151
C: 2.22138 3.25418 -3.05646
C: 1.76433 1.99328 -2.64412
S: 0.27325 2.09081 -1.66735
H: 3.91176 0.13651 -4.46493
H: 4.67512 2.38144 -5.21463
H: 3.57429 4.40697 -4.25294
H: 1.72605 4.12756 -2.64750
C: 0.53973 -3.87866 -1.83930
C: 0.51805 -4.09650 -0.33170
C: -0.60655 -3.36269 0.45434
C: -0.54046 -3.80397 1.92383
C: -1.70467 -3.32428 2.78426
C: -1.93188 -3.74730 -0.17025
O: -2.44973 -4.83774 0.00920
N: -2.49204 -2.81803 -0.99295
C: -1.99913 -1.52654 -1.32232
O: -2.59366 -0.88908 -2.15967
N: -0.90603 -1.12158 -0.62449
C: -0.36208 -1.87869 0.32754
O: 0.43194 -1.28508 1.09232
H: 1.30257 -4.51483 -2.29108
H: 0.79790 -2.85263 -2.10131
H: -0.41972 -4.13634 -2.29667
H: 1.46392 -3.75331 0.09471
H: 0.40105 -5.15938 -0.10194
H: 0.39434 -3.40689 2.32155
H: -0.48936 -4.89470 1.93496
H: -1.85396 -2.24955 2.68377
H: -1.51164 -3.53846 3.83794
H: -2.63065 -3.82700 2.49915
H: -3.35236 -3.06551 -1.45619
N: -0.05871 3.77366 3.23742
C: 0.55449 4.52273 2.31808
N: 0.33371 5.88425 2.35623
N: 1.42780 4.11655 1.42965
C: 1.58989 2.83038 1.23034
N: 1.78920 1.73218 0.90476
H: -0.87098 4.16397 3.68703
H: -0.15252 2.75701 3.08549
H: -0.60433 6.15236 2.61020
H: 0.64649 6.32205 1.50307
F: -3.23089 3.13071 3.42768
C: -3.48847 1.85870 3.01443
F: -3.86849 1.17862 4.11238
F: -4.55070 1.92752 2.20216
S: -2.02030 1.10030 2.18143
O: -2.51979 -0.21601 1.88326
O: -1.01411 1.16293 3.23903
O: -1.80409 2.01553 1.09427

Atoms 1-6, force components in eV/Å:
1.0 -0.8 0.3
0.0 0.0 0.0
0.0 0.2 0.1
0.2 -0.2 -0.3
-0.1 0.0 0.1
0.0 0.0 0.0

Values from the calculation:
HOMO-LUMO gap, eV: 5.771
Relative energy (zero: lowest compared OMol25 entry of this formula, charge and spin), kcal/mol: 56.91
LUMO, Eh: 0.15353
Highest occupied orbital energy, eV: -1.593
Total charge: -2

# 5
Molecular formula: C18H19FN4O3S
Method: DFT, ωB97M-V/def2-TZVPD

Element x y z (Å)
C: 2.46566 0.96135 -1.78266
H: 3.11688 1.14488 -0.93095
O: 1.19807 1.45343 -1.43021
C: 0.22649 1.24671 -2.42759
C: -1.14009 1.67752 -1.88471
N: -1.48117 0.92785 -0.70833
C: -1.85249 -0.38328 -0.67707
N: -2.03329 -0.78566 0.55454
N: -1.79463 0.25897 1.35599
C: -1.45215 1.28458 0.61993
C: -1.11745 2.58306 1.14477
C: -1.65623 3.14828 2.27764
O: -1.10620 4.35647 2.48718
C: -0.19878 4.56861 1.51397
C: -0.15767 3.51939 0.65593
H: 0.50233 3.38457 -0.17523
H: 0.34485 5.49161 1.54448
C: -2.68970 2.64645 3.21504
H: -2.32753 2.71570 4.23879
H: -3.60044 3.24054 3.13860
H: -2.90261 1.60858 2.97879
S: -2.06096 -1.37011 -2.09873
C: -1.71051 -2.99358 -1.33110
C: -0.19879 -3.11443 -1.22004
O: 0.45914 -3.67037 -2.07079
N: 0.30479 -2.48632 -0.12398
C: 1.64590 -2.21523 0.15245
C: 2.71271 -2.70744 -0.59497
C: 4.01302 -2.36112 -0.27135
C: 4.28112 -1.52380 0.79728
C: 3.23548 -1.02799 1.55844
C: 1.94302 -1.37762 1.23102
F: 0.92551 -0.89580 1.97863
H: 3.40460 -0.37587 2.40053
H: 5.29734 -1.25812 1.04322
H: 4.82407 -2.75436 -0.86477
H: 2.51124 -3.35841 -1.42903
H: -0.36105 -2.06171 0.51968
H: -2.09306 -3.74056 -2.02386
H: -2.23064 -3.02296 -0.37623
H: -1.89859 1.49897 -2.65284
H: -1.12599 2.73600 -1.62186
H: 0.46091 1.83490 -3.32811
H: 0.19646 0.18419 -2.71261
H: 2.85773 1.47802 -2.66694
H: 2.43218 -0.11550 -1.98712

Atoms 1-6, force components in eV/Å:
0.2 -0.1 -0.1
0.1 0.0 0.0
-0.5 0.2 0.1
0.0 0.0 -0.1
0.6 0.1 -0.5
-0.3 -0.6 0.6

Values from the calculation:
HOMO-LUMO gap, eV: 8.715
LUMO, Eh: 0.02099
Highest occupied orbital energy, eV: -8.144

# 6
Molecular formula: C18H19FO12
Method: DFT, ωB97M-V/def2-TZVPD

Element x y z (Å)
C: -2.13645 4.50032 0.03878
C: -0.72810 3.94131 0.13620
C: 0.33344 5.01584 0.04955
O: 0.80099 5.26831 1.37107
O: 1.44789 6.55166 1.37609
C: 0.57968 7.51346 1.82571
O: 0.37373 8.51990 1.16936
O: 0.15286 7.37688 3.11577
C: -0.98111 6.56732 3.32268
C: -1.29003 6.52875 4.78803
F: -2.02028 7.07746 2.60908
H: -2.83685 3.68346 0.15169
H: -2.29615 4.95880 -0.92550
H: -2.33749 5.23564 0.80282
H: -0.59631 3.34411 1.02715
H: -0.60248 3.28661 -0.70450
H: -0.06430 5.90849 -0.40915
H: 1.15760 4.64190 -0.54327
H: -0.77442 5.57356 2.96418
H: -2.28955 6.87617 4.98743
H: -0.55175 7.07405 5.34833
H: -1.23056 5.50726 5.12659
C: -0.43757 -0.89990 -0.36094
C: -0.00480 -2.16197 -0.22512
C: 1.42164 -2.54788 -0.51038
O: 1.73689 -3.71074 -0.34858
C: 2.33721 -1.51600 -0.96615
C: 1.90248 -0.25680 -1.10303
C: 0.48278 0.13209 -0.79616
O: 0.17296 1.30314 -0.93046
O: 2.68002 0.73381 -1.51400
O: -0.78062 -3.15697 0.16297
H: -1.45898 -0.61170 -0.15737
H: 3.35552 -1.80542 -1.18281
H: 2.12161 1.53267 -1.52023
H: -0.22281 -3.95810 0.17113
C: -0.15724 -8.10787 -3.38064
C: 0.86820 -8.71308 -2.76724
C: 1.26993 -8.36583 -1.36071
O: 2.19966 -8.97313 -0.86924
C: 0.52724 -7.32340 -0.66827
C: -0.49413 -6.71938 -1.28448
C: -0.91067 -7.08180 -2.68062
O: -1.86066 -6.49163 -3.15781
O: -1.21802 -5.75637 -0.71915
O: 1.60034 -9.65505 -3.34190
H: -0.45546 -8.35099 -4.39032
H: 0.83459 -7.06946 0.33637
H: -1.88722 -5.49875 -1.38173
H: 2.26672 -9.92076 -2.68118

Atoms 1-6, force components in eV/Å:
0.1 -0.3 0.4
-0.5 0.6 -0.3
0.2 -0.6 -0.2
-0.3 0.2 0.7
0.0 0.2 -0.4
-0.3 2.4 -1.0

Values from the calculation:
HOMO-LUMO gap, eV: 8.166
LUMO, Eh: -0.06284
Highest occupied orbital energy, eV: -9.876